Entry 1:
16
Properties=species:S:1:pos:R:3:forces:R:3 method="wB97M-V/def2-TZVPD" homo_energy_ev="-7.652 / -8.890" de_lowest_kj_mol=332.2 gap_ev="7.06 / 8.28" multiplicity=1 lumo_ev="-0.59 / -0.61" total_charge=0
S 3.1421 -0.3492 -0.3157 -0.751 -0.671 0.343
Si 1.1714 -0.3370 0.5813 -1.567 1.853 1.572
C -0.1325 -1.5046 -0.1360 0.036 -3.137 1.456
C -1.1401 -0.6251 -0.8941 1.181 0.899 2.712
C 0.2493 1.3305 0.1671 -1.011 -0.563 0.122
C -1.1844 0.7632 -0.1194 1.253 -0.887 -2.683
H 0.7640 1.7837 -0.6960 -0.529 -0.048 0.081
H -0.5780 -2.3015 0.6426 0.722 2.268 -1.265
H 3.2939 0.8345 0.2524 0.308 0.573 0.142
H 0.4470 0.1797 3.0641 0.772 -0.661 -1.605
H -0.7863 -0.6687 -1.8804 0.257 0.955 -1.596
H -2.1123 -1.0116 -0.8728 -1.431 -0.866 -0.009
H -1.6819 0.5888 0.8041 -0.385 -0.160 0.859
H -1.7756 1.4511 -0.7093 -0.176 0.380 -0.010
H 0.3788 -2.2414 -0.7862 -0.119 0.503 -0.119
H -0.0554 2.1077 0.8984 1.440 -0.440 0.000

Entry 2:
11
Properties=species:S:1:pos:R:3:forces:R:3 method="wB97M-V/def2-TZVPD" homo_energy_ev=-9.123 de_lowest_kj_mol=499.9 gap_ev=10.01 multiplicity=1 lumo_ev=0.88 total_charge=0
O -0.2458 -0.2708 0.7171 -0.199 0.279 -0.015
N 0.8315 -1.0753 0.0870 0.109 0.306 -0.302
C 1.0983 1.2021 -0.1646 -0.114 0.213 0.148
C -1.5810 -0.6020 0.2231 -0.129 -0.212 0.001
C 1.5889 -0.1329 -0.3644 -0.182 -0.239 0.053
C -0.0682 1.1982 0.5340 0.425 0.055 -0.231
H 2.5181 -0.4237 -0.8466 -0.186 -0.012 0.066
H -1.7424 -0.0853 -0.7253 0.073 -0.189 0.136
H -2.2713 -0.2283 0.9762 0.081 -0.108 -0.106
H 1.5509 2.0984 -0.5603 0.135 -0.093 0.150
H -1.6132 -1.6804 0.1099 -0.012 0.001 0.100

Entry 3:
51
Properties=species:S:1:pos:R:3:forces:R:3 method="wB97M-V/def2-TZVPD" homo_energy_ev=-14.041 de_lowest_kj_mol=59.7 gap_ev=8.34 multiplicity=1 lumo_ev=-5.70 total_charge=+2
La 11.7488 7.3913 10.6552 0.455 0.776 0.957
S 12.1308 5.2735 7.6570 0.300 1.554 -0.527
O 11.4601 9.8920 11.2002 -0.587 -0.960 -0.985
O 10.5157 8.8967 9.4100 -0.071 1.006 0.598
O 12.4602 6.4982 8.6250 -0.866 -1.619 -1.555
N 9.8154 6.8112 12.1702 0.480 -1.006 2.101
N 15.8739 7.1867 12.7423 -0.567 0.322 -0.066
N 14.2258 7.7312 11.3000 0.367 -1.113 1.412
N 8.9734 5.7544 13.9740 -1.123 0.535 -0.284
N 12.1940 7.5000 13.5389 0.678 1.571 -1.067
C 7.7968 6.7611 10.7118 -2.403 -0.324 0.473
C 13.7460 5.0282 6.9653 -0.519 -0.185 -1.345
C 6.3470 6.5938 10.7727 2.683 -1.253 0.856
C 17.0646 7.6943 8.8723 -1.329 0.329 -1.873
C 13.6454 7.3383 13.7810 -0.611 0.426 -0.091
C 16.5255 7.3263 11.4926 -2.314 1.000 -0.886
C 10.0267 6.4414 13.4681 -2.155 -0.573 -2.405
C 11.3272 6.5155 14.1237 1.367 -0.619 1.189
C 18.1102 7.4237 9.7179 -0.297 -0.227 0.627
C 7.8827 5.7931 13.0032 2.126 0.798 -0.901
C 15.7085 7.8400 9.2226 1.001 -0.480 1.074
C 10.7073 9.9162 10.1875 -0.097 1.162 -0.247
C 6.5251 5.5289 13.0151 -0.548 0.472 -0.193
C 8.5150 6.4007 11.8539 -1.075 0.518 0.868
C 5.7578 6.0039 11.9048 2.235 -0.132 0.674
C 17.8372 7.2783 11.0726 0.041 -0.327 0.281
C 11.3135 5.8959 6.0927 -0.100 0.552 0.764
C 14.5249 7.4116 12.5817 1.717 0.154 -2.410
C 15.4433 7.6564 10.5663 0.854 -0.471 2.172
H 11.2173 5.0913 5.3602 0.577 -0.112 0.194
H 18.6114 7.0980 11.7777 0.613 -0.216 0.436
H 8.2766 7.2287 9.8510 -0.157 -0.078 0.224
H 14.0456 8.1342 14.3882 -0.220 0.366 0.741
H 10.2961 6.1218 6.3612 -0.469 0.141 0.361
H 11.7325 6.8323 5.6728 0.303 -0.755 0.401
H 6.0636 5.0374 13.8770 -0.011 0.302 -0.394
H 4.7060 5.9434 11.9429 -1.004 -0.372 0.036
H 5.7201 6.6798 9.9119 -0.104 0.731 -0.419
H 13.6535 4.2439 6.1676 0.313 0.594 0.830
H 13.8377 6.4177 14.3079 0.060 -0.425 0.181
H 11.9084 8.4559 13.7665 0.075 -0.313 -0.101
H 16.3007 7.1273 13.6734 -0.044 -0.116 -0.821
H 8.9076 5.4582 14.9584 -0.082 0.239 -0.885
H 14.0040 5.9985 6.5128 0.170 -0.438 0.187
H 19.0948 7.2581 9.2839 -0.137 0.263 0.412
H 10.2077 10.8957 9.9167 0.335 -1.019 0.215
H 14.8883 8.0009 8.5517 0.056 0.260 -0.541
H 11.8394 5.6082 13.8379 -0.058 -0.913 0.338
H 17.2986 7.7867 7.8188 0.006 0.041 -0.051
H 14.3986 4.7633 7.7764 0.399 -0.240 0.145
H 11.2941 6.5150 15.2406 -0.264 0.175 -0.702